1.
{
  "formula": "C20H45ClN13O8P",
  "method": "ωB97M-V with the def2-TZVPD basis set",
  "species": ["C", "C", "C", "C", "C", "P", "N", "C", "O", "C", "C", "C", "C", "C", "C", "C", "Cl", "C", "O", "H", "H", "H", "H", "H", "H", "H", "H", "H", "H", "H", "H", "H", "H", "H", "H", "H", "H", "H", "H", "H", "C", "O", "N", "N", "H", "H", "H", "H", "C", "O", "N", "N", "H", "H", "H", "H", "C", "O", "N", "N", "H", "H", "H", "H", "C", "O", "N", "N", "H", "H", "H", "H", "C", "O", "N", "N", "H", "H", "H", "H", "C", "O", "N", "N", "H", "H", "H", "H"],
  "coordinates": [[4.720, 1.429, 0.165], [3.206, 0.903, -0.095], [2.625, 0.471, 1.329], [1.244, -0.330, 1.252], [1.232, -1.742, 1.236], [2.760, -2.858, 1.282], [3.126, -3.344, -0.224], [-0.196, -2.441, 1.175], [-0.197, -3.687, 1.373], [-1.563, -1.630, 0.933], [-2.849, -2.523, 0.691], [-2.624, -3.569, -0.541], [-1.550, -0.199, 0.948], [-2.877, 0.650, 0.762], [-2.999, 1.893, 1.810], [-2.786, 3.279, 0.998], [-4.677, 1.916, 2.602], [-0.127, 0.507, 1.159], [0.013, 1.756, 1.226], [5.350, 0.536, 0.504], [5.155, 1.957, -0.749], [4.665, 2.140, 1.056], [2.662, 1.806, -0.555], [3.186, 0.085, -0.885], [2.443, 1.430, 1.939], [3.400, -0.166, 1.866], [2.415, -4.060, 2.004], [3.930, -2.210, 1.789], [2.466, -2.918, -0.892], [-3.793, -1.953, 0.433], [-2.960, -3.195, 1.620], [-3.119, -3.158, -1.493], [-1.527, -3.750, -0.773], [-3.125, -4.561, -0.315], [-3.842, 0.066, 0.873], [-2.863, 1.052, -0.315], [-2.215, 1.734, 2.618], [-3.022, 3.175, -0.113], [-3.428, 4.108, 1.460], [-1.703, 3.651, 1.069], [3.249, 4.095, -2.608], [4.055, 3.297, -2.148], [1.923, 3.824, -2.700], [3.613, 5.318, -3.065], [1.247, 4.464, -3.074], [1.614, 2.924, -2.370], [4.590, 5.555, -3.013], [2.969, 5.987, -3.446], [-3.893, 1.025, 7.281], [-3.680, 0.629, 8.416], [-4.528, 0.270, 6.348], [-3.513, 2.255, 6.848], [-4.710, 0.580, 5.412], [-4.827, -0.650, 6.626], [-3.036, 2.848, 7.510], [-3.681, 2.597, 5.919], [-3.432, -5.253, -3.816], [-3.979, -4.578, -2.953], [-4.061, -6.274, -4.454], [-2.155, -5.040, -4.208], [-3.632, -6.839, -5.164], [-5.014, -6.463, -4.189], [-1.655, -4.291, -3.760], [-1.690, -5.581, -4.914], [-2.438, -1.662, -5.668], [-1.641, -2.465, -5.208], [-3.764, -1.928, -5.771], [-2.067, -0.435, -6.115], [-4.436, -1.284, -6.145], [-4.078, -2.830, -5.448], [-1.090, -0.201, -6.055], [-2.706, 0.238, -6.496], [7.084, 1.067, -3.282], [7.754, 1.870, -2.649], [7.593, -0.104, -3.748], [5.776, 1.274, -3.574], [7.062, -0.776, -4.269], [8.562, -0.293, -3.551], [5.361, 2.134, -3.244], [5.210, 0.628, -4.092], [-0.040, 2.515, 6.322], [-0.571, 3.191, 7.191], [-0.678, 1.492, 5.697], [1.234, 2.730, 5.906], [-0.259, 0.927, 4.981], [-1.627, 1.301, 5.979], [1.739, 3.481, 6.346], [1.688, 2.188, 5.194]],
  "lowdin_charge": [-0.11, -0.23, -0.18, -0.10, -0.20, 0.76, -0.35, -0.25, 0.02, -0.05, -0.16, -0.10, -0.05, -0.15, -0.64, -0.14, 0.52, -0.20, 0.03, 0.08, 0.05, 0.08, 0.09, 0.11, 0.12, 0.08, 0.01, 0.00, -0.05, 0.10, 0.13, 0.06, 0.07, 0.08, 0.08, 0.13, 0.09, 0.08, 0.07, 0.08, -0.66, 0.00, 0.16, 0.16, 0.10, 0.10, 0.11, 0.10, -0.71, 0.03, 0.15, 0.15, 0.06, 0.11, 0.10, 0.09, -0.69, -0.01, 0.15, 0.16, 0.09, 0.10, 0.09, 0.10, -0.69, 0.01, 0.16, 0.15, 0.10, 0.10, 0.10, 0.09, -0.70, 0.02, 0.14, 0.16, 0.09, 0.10, 0.06, 0.09, -0.69, 0.02, 0.16, 0.15, 0.09, 0.07, 0.11, 0.09],
  "smiles": "CCCC1=C([PH2]=N)C(=O)C(CC)=C(C[C@@H](C)Cl)C1=O.NC(N)=O.NC(N)=O.NC(N)=O.NC(N)=O.NC(N)=O.NC(N)=O",
  "orbital_gap_ev": 6.628,
  "lumo_ev": -1.7,
  "charge": 0
}

2.
{
  "formula": "C20H45F6N3O14S2V",
  "method": "ωB97M-V with the def2-TZVPD basis set",
  "species": ["O", "V", "O", "C", "F", "F", "F", "S", "O", "O", "O", "C", "F", "F", "F", "S", "O", "O", "O", "C", "O", "C", "C", "N", "C", "C", "O", "C", "H", "H", "H", "H", "H", "H", "H", "H", "H", "H", "H", "H", "H", "H", "H", "C", "O", "C", "C", "N", "C", "C", "O", "C", "H", "H", "H", "H", "H", "H", "H", "H", "H", "H", "H", "H", "H", "H", "H", "C", "O", "C", "C", "N", "C", "C", "O", "C", "H", "H", "H", "H", "H", "H", "H", "H", "H", "H", "H", "H", "H", "H", "H"],
  "coordinates": [[-1.215, -0.988, -0.904], [-2.406, 0.064, -0.754], [-1.832, 1.286, 0.090], [-6.335, 1.506, -2.743], [-6.511, 0.131, -2.882], [-5.518, 1.750, -3.709], [-7.545, 2.129, -2.709], [-5.632, 1.828, -1.005], [-4.344, 1.017, -1.042], [-5.499, 3.264, -0.819], [-6.643, 1.189, -0.089], [-3.578, -2.378, 2.939], [-2.365, -2.606, 2.523], [-4.311, -3.410, 2.552], [-3.724, -2.346, 4.261], [-4.263, -0.822, 2.085], [-5.733, -0.886, 1.857], [-3.838, 0.165, 3.125], [-3.431, -0.724, 0.854], [4.876, 3.111, 4.297], [3.642, 2.843, 3.621], [2.753, 3.931, 3.497], [1.629, 3.608, 2.554], [0.483, 4.572, 2.694], [-0.240, 4.709, 1.419], [-1.441, 5.625, 1.666], [-1.071, 6.766, 2.494], [-0.208, 7.628, 1.801], [5.210, 2.090, 4.481], [4.795, 3.839, 5.104], [5.592, 3.601, 3.638], [3.120, 4.903, 3.166], [2.450, 3.985, 4.543], [1.285, 2.626, 2.877], [2.067, 3.466, 1.566], [0.648, 5.540, 2.931], [-0.728, 3.844, 0.971], [0.527, 5.163, 0.791], [-2.164, 5.174, 2.345], [-1.806, 5.892, 0.674], [-0.814, 8.211, 1.108], [0.700, 7.246, 1.335], [-0.071, 8.409, 2.549], [5.949, -7.247, -1.072], [6.586, -6.149, -0.330], [5.588, -5.364, 0.307], [5.878, -3.862, 0.032], [5.159, -2.849, 0.852], [5.279, -1.471, 0.202], [4.182, -0.427, 0.610], [2.881, -0.818, 0.315], [1.791, -0.064, 0.958], [6.683, -7.720, -1.724], [5.168, -6.858, -1.725], [5.329, -7.946, -0.510], [5.426, -5.655, 1.345], [4.581, -5.468, -0.097], [5.646, -3.862, -1.033], [6.963, -3.765, 0.004], [4.204, -3.177, 0.858], [5.098, -1.565, -0.868], [6.292, -1.143, 0.437], [4.419, 0.533, 0.151], [4.259, -0.179, 1.669], [2.081, 0.217, 1.971], [0.938, -0.741, 0.989], [1.527, 0.878, 0.478], [-1.440, -5.122, -2.797], [-2.545, -4.292, -3.009], [-2.998, -3.784, -1.771], [-4.023, -2.736, -2.048], [-3.518, -1.398, -2.282], [-2.606, -1.296, -3.503], [-2.496, 0.178, -3.867], [-1.754, 0.832, -2.803], [-1.164, 1.988, -3.377], [-0.918, -5.368, -3.722], [-1.926, -6.014, -2.403], [-0.606, -4.781, -2.184], [-2.204, -3.361, -1.156], [-3.474, -4.687, -1.390], [-4.544, -2.809, -1.093], [-4.725, -3.076, -2.809], [-4.392, -0.896, -2.344], [-3.033, -1.830, -4.352], [-1.575, -1.627, -3.376], [-3.445, 0.711, -3.814], [-2.112, 0.360, -4.870], [-0.923, 2.744, -2.630], [-1.759, 2.429, -4.177], [-0.238, 1.588, -3.789]],
  "mulliken_spin": [0.03, 0.98, 0.01, 0.00, 0.00, 0.00, 0.00, 0.00, 0.00, 0.00, 0.00, 0.00, 0.00, 0.00, 0.00, 0.00, 0.00, 0.00, -0.01, 0.00, 0.00, 0.00, 0.00, 0.00, -0.01, 0.00, 0.00, 0.00, 0.00, 0.00, 0.00, 0.00, 0.00, 0.00, 0.00, 0.00, 0.01, 0.00, 0.00, 0.00, 0.00, 0.00, 0.00, 0.00, 0.00, 0.00, 0.00, 0.00, 0.00, 0.00, 0.00, 0.00, 0.00, 0.00, 0.00, 0.00, 0.00, 0.00, 0.00, 0.00, 0.00, 0.00, 0.00, 0.00, 0.00, 0.00, 0.00, 0.00, 0.00, -0.01, 0.01, -0.01, 0.01, -0.03, 0.01, -0.02, 0.00, 0.00, 0.00, 0.01, 0.00, 0.00, 0.00, 0.00, 0.00, 0.01, 0.00, -0.01, 0.00, 0.00, 0.00],
  "orbital_gap_ev": [3.255, 5.269],
  "relative_energy_kcal_mol": 0.0,
  "spin_multiplicity": 2,
  "lumo_ev": [3.5, 3.5],
  "charge": -2
}

3.
{
  "formula": "C20H45GdN2P3SSe",
  "method": "ωB97M-V with the def2-TZVPD basis set",
  "species": ["Gd", "P", "P", "P", "H", "C", "C", "H", "C", "C", "C", "C", "C", "C", "C", "C", "C", "H", "H", "H", "H", "H", "H", "H", "H", "H", "H", "H", "H", "H", "H", "H", "H", "H", "H", "H", "H", "H", "H", "H", "H", "H", "H", "H", "H", "H", "C", "C", "C", "C", "C", "C", "Se", "H", "H", "H", "H", "H", "H", "C", "N", "C", "S", "N", "C", "H", "H", "H", "H", "H", "H", "H", "H"],
  "coordinates": [[0.477, 1.370, 0.297], [-2.151, 1.923, 0.865], [-1.608, -1.887, 0.026], [-0.609, 0.522, -2.357], [3.750, 3.521, 0.044], [2.809, 3.754, -0.465], [1.842, 2.816, -0.788], [2.172, 1.749, -0.994], [-2.143, 2.354, 2.634], [-3.808, 1.240, 0.610], [-2.203, 3.558, 0.057], [-0.902, -3.578, -0.194], [-1.851, -1.988, 1.851], [-3.316, -2.197, -0.549], [0.241, 1.527, -3.636], [-2.365, 0.769, -2.807], [-0.418, -1.139, -3.148], [2.901, 4.632, -1.142], [0.856, 3.130, -1.111], [-1.127, 2.489, 3.035], [-2.671, 1.584, 3.215], [-2.687, 3.302, 2.693], [-3.931, 0.314, 1.194], [-3.986, 1.063, -0.464], [-4.467, 2.034, 0.993], [-1.232, 4.066, -0.039], [-2.827, 4.136, 0.743], [-2.673, 3.510, -0.933], [-1.688, -4.338, -0.091], [-0.136, -3.770, 0.565], [-0.445, -3.677, -1.185], [-2.492, -2.849, 2.088], [-2.325, -1.072, 2.225], [-0.863, -2.110, 2.321], [-3.693, -3.113, -0.080], [-3.339, -2.321, -1.639], [-3.972, -1.362, -0.279], [-0.172, 1.267, -4.623], [1.323, 1.331, -3.636], [0.083, 2.598, -3.448], [-2.479, 0.785, -3.898], [-2.736, 1.713, -2.400], [-2.967, -0.053, -2.403], [-0.491, -1.056, -4.250], [-1.165, -1.866, -2.779], [0.575, -1.590, -2.973], [3.470, -0.753, -1.633], [4.450, 0.180, -1.329], [5.103, 0.871, -2.370], [4.850, 0.511, -3.704], [4.071, -0.635, -3.959], [3.446, -1.345, -2.913], [2.091, -1.233, -0.228], [1.098, -1.557, -1.402], [4.595, 0.419, -0.273], [5.800, 1.683, -2.118], [5.399, 1.020, -4.511], [4.012, -1.027, -4.975], [2.888, -2.278, -3.081], [1.407, -2.745, 4.007], [1.239, -1.626, 3.074], [0.923, -0.366, 3.495], [1.670, 1.081, 2.838], [-0.006, -0.188, 4.439], [-0.715, -1.118, 5.309], [0.464, -3.290, 4.071], [1.690, -2.393, 5.003], [2.192, -3.407, 3.622], [1.890, -1.595, 2.284], [-0.318, 0.780, 4.462], [-1.509, -0.563, 5.831], [-1.205, -1.963, 4.814], [-0.085, -1.557, 6.102]],
  "mulliken_spin": [6.59, 0.14, 0.01, 0.07, 0.00, 0.00, 0.00, 0.03, 0.00, 0.01, 0.01, 0.00, 0.00, 0.00, 0.01, 0.00, 0.00, 0.00, 0.00, 0.00, 0.00, 0.00, 0.00, 0.00, 0.00, 0.00, 0.00, 0.00, 0.00, 0.00, 0.00, 0.00, 0.00, 0.00, 0.00, 0.00, 0.00, 0.00, 0.00, 0.00, 0.00, 0.00, 0.00, 0.00, 0.00, 0.00, 0.00, 0.01, 0.00, 0.00, 0.00, 0.00, 0.02, 0.00, 0.00, 0.00, 0.00, 0.00, 0.00, 0.00, 0.00, 0.00, 0.06, 0.01, 0.00, 0.00, 0.00, 0.00, 0.00, 0.00, 0.00, 0.00, 0.00],
  "orbital_gap_ev": [6.819, 4.791],
  "relative_energy_kcal_mol": 0.0,
  "spin_multiplicity": 8,
  "lumo_ev": [-9.9, -11.9],
  "charge": 3
}

DFT total energy: -79033.6060 -118263.1831 -149305.4535 (eV)